Record 1
192
Properties=species:S:1:pos:R:3 method="wB97M-V/def2-TZVPD" multiplicity=1 homo_ev=-8.946 total_energy_ha=-3806.1775 homo_lumo_gap_ev=8.989
C -20.992 7.038 -18.618
C -22.115 7.497 -19.621
O -22.035 8.863 -20.034
O -21.099 5.639 -18.332
H -21.197 7.538 -17.671
H -19.965 7.312 -18.860
H -23.143 7.239 -19.365
H -22.032 6.944 -20.556
H -22.946 9.085 -20.241
H -20.982 5.061 -19.088
C -16.826 5.037 -10.042
C -17.316 5.632 -11.424
O -18.237 6.616 -11.171
O -15.988 3.880 -10.335
H -17.607 4.705 -9.357
H -16.287 5.715 -9.380
H -17.839 4.888 -12.024
H -16.485 6.106 -11.947
H -18.368 7.072 -12.005
H -15.907 3.468 -9.472
C -21.235 2.495 -20.211
C -20.833 2.406 -18.681
O -19.466 2.583 -18.484
O -21.079 3.792 -20.832
H -22.253 2.112 -20.271
H -20.617 1.740 -20.697
H -21.041 1.392 -18.338
H -21.479 3.123 -18.175
H -19.085 3.285 -19.016
H -21.328 3.647 -21.748
C -18.207 9.205 -14.093
C -19.588 9.677 -14.433
O -20.138 8.829 -15.435
O -18.293 7.880 -13.562
H -17.622 9.735 -13.341
H -17.588 9.182 -14.990
H -19.521 10.702 -14.797
H -20.314 9.717 -13.622
H -20.944 9.278 -15.698
H -18.591 7.390 -14.332
C -15.812 3.485 -13.945
C -15.514 2.861 -15.303
O -15.810 1.487 -15.427
O -14.918 3.207 -12.873
H -16.759 3.098 -13.567
H -15.921 4.552 -14.138
H -14.434 2.896 -15.445
H -15.989 3.386 -16.132
H -16.742 1.320 -15.586
H -15.249 3.470 -12.011
C -13.665 5.998 -16.928
C -12.288 6.600 -17.291
O -11.409 5.919 -16.384
O -14.247 6.524 -15.791
H -13.680 4.908 -16.943
H -14.278 6.320 -17.769
H -12.239 7.682 -17.170
H -12.006 6.365 -18.317
H -11.989 5.900 -15.619
H -14.338 7.477 -15.863
C -24.659 1.617 -13.275
C -24.763 1.552 -11.786
O -24.990 2.922 -11.325
O -23.428 2.175 -13.684
H -25.471 2.129 -13.792
H -24.537 0.600 -13.649
H -23.900 1.242 -11.197
H -25.598 0.915 -11.495
H -25.191 2.922 -10.386
H -23.373 3.047 -13.286
C -15.502 10.625 -17.009
C -14.004 10.511 -16.561
O -13.904 9.241 -15.894
O -15.776 11.755 -17.808
H -16.125 10.619 -16.115
H -15.766 9.754 -17.609
H -13.836 11.306 -15.834
H -13.365 10.528 -17.444
H -13.051 9.386 -15.478
H -16.717 11.687 -17.982
C -21.508 4.897 -11.512
C -22.226 5.962 -12.376
O -22.939 5.315 -13.381
O -20.735 5.545 -10.479
H -20.950 4.183 -12.117
H -22.250 4.337 -10.943
H -21.437 6.592 -12.786
H -22.915 6.522 -11.743
H -22.487 5.425 -14.221
H -19.875 5.695 -10.879
C -19.371 14.035 -16.388
C -18.543 13.936 -17.662
C -18.959 12.703 -18.497
O -18.526 11.542 -17.732
C -18.984 10.301 -18.287
N -18.831 15.143 -18.413
H -18.909 14.780 -15.740
H -19.417 13.120 -15.798
H -20.412 14.256 -16.623
H -17.496 13.872 -17.363
H -18.442 12.741 -19.456
H -20.025 12.659 -18.719
H -18.555 10.213 -19.285
H -20.061 10.363 -18.443
H -18.700 9.401 -17.742
H -18.628 15.961 -17.857
H -19.841 15.173 -18.390
C -20.548 3.538 -14.892
C -20.101 4.968 -15.006
C -18.842 5.108 -15.908
O -18.384 6.439 -15.947
C -17.370 6.664 -16.930
N -21.117 5.864 -15.524
H -19.797 2.841 -14.520
H -21.035 3.275 -15.831
H -21.344 3.656 -14.157
H -19.891 5.390 -14.024
H -18.991 4.706 -16.911
H -18.068 4.510 -15.428
H -17.528 6.670 -18.009
H -16.506 6.002 -16.862
H -16.999 7.671 -16.742
H -21.308 5.643 -16.491
H -20.585 6.706 -15.694
C -21.721 1.890 -8.977
C -20.705 0.803 -9.260
C -19.893 1.350 -10.479
O -19.111 0.279 -11.047
C -18.229 0.647 -12.101
N -19.831 0.719 -8.108
H -22.179 1.758 -7.996
H -22.607 1.810 -9.606
H -21.352 2.916 -8.953
H -21.243 -0.124 -9.458
H -19.223 2.183 -10.265
H -20.623 1.702 -11.208
H -17.369 -0.022 -12.097
H -17.857 1.633 -11.822
H -18.763 0.702 -13.050
H -18.977 0.307 -8.455
H -19.472 1.613 -7.803
C -16.304 2.817 -20.330
C -16.490 4.203 -19.717
C -15.541 5.340 -20.420
O -15.585 6.550 -19.766
C -14.742 7.630 -20.205
N -17.869 4.594 -19.831
H -16.537 2.830 -21.395
H -17.027 2.153 -19.857
H -15.274 2.496 -20.174
H -16.357 4.132 -18.637
H -15.729 5.504 -21.481
H -14.524 4.959 -20.330
H -15.003 8.644 -19.902
H -14.547 7.740 -21.271
H -13.817 7.441 -19.660
H -18.180 5.370 -19.264
H -18.089 4.822 -20.790
C -23.055 -1.070 -17.532
C -23.018 -0.658 -16.092
C -22.175 -1.693 -15.273
O -22.052 -1.465 -13.853
C -20.899 -0.799 -13.357
N -22.437 0.690 -16.046
H -22.058 -1.369 -17.856
H -23.576 -0.350 -18.163
H -23.638 -1.988 -17.609
H -24.020 -0.676 -15.662
H -21.211 -1.860 -15.754
H -22.709 -2.625 -15.460
H -19.974 -1.359 -13.499
H -21.015 -0.544 -12.304
H -20.772 0.166 -13.847
H -22.352 1.001 -15.088
H -23.170 1.317 -16.347
C -17.482 -1.395 -15.861
C -17.850 -0.427 -17.006
C -18.916 -1.004 -17.989
O -18.377 -2.077 -18.789
C -19.299 -2.798 -19.605
N -18.379 0.726 -16.313
H -18.349 -1.553 -15.220
H -16.675 -0.924 -15.300
H -17.138 -2.355 -16.246
H -17.039 0.004 -17.593
H -19.268 -0.306 -18.749
H -19.783 -1.374 -17.442
H -20.081 -3.178 -18.947
H -18.840 -3.706 -19.996
H -19.691 -2.180 -20.412
H -18.738 1.370 -17.004
H -19.265 0.415 -15.942

Record 2
53
Properties=species:S:1:pos:R:3 method="wB97M-V/def2-TZVPD" multiplicity=5 homo_ev="-6.541 / -8.003" total_energy_ha=-2856.8724 homo_lumo_gap_ev="7.041 / 7.187"
Co -1.678 -0.740 0.461
C -2.544 -3.103 2.010
N -3.090 -2.307 0.900
C -3.324 -3.172 -0.268
C -4.330 -1.611 1.317
C -4.001 -0.361 2.116
N -2.979 0.347 1.362
C -2.856 1.714 1.440
C -2.201 2.398 0.402
F -1.715 1.664 -0.623
C -2.012 3.757 0.396
F -1.371 4.320 -0.635
C -2.483 4.547 1.429
C -3.121 3.902 2.463
F -3.573 4.612 3.508
C -3.297 2.532 2.483
F -3.873 1.978 3.570
H -3.260 -3.869 2.326
H -2.322 -2.458 2.861
H -1.620 -3.587 1.694
H -4.037 -3.972 -0.034
H -2.382 -3.622 -0.582
H -3.721 -2.578 -1.090
H -4.966 -2.293 1.892
H -4.863 -1.316 0.414
H -3.678 -0.622 3.130
H -4.916 0.222 2.220
H -2.339 5.618 1.432
C 0.178 -0.947 0.080
C 1.261 -0.688 -0.435
C 2.493 -0.350 -1.007
C 3.228 -1.389 -1.745
C 4.628 -1.397 -1.800
C 5.309 -2.399 -2.474
C 4.612 -3.415 -3.113
C 3.224 -3.425 -3.063
C 2.540 -2.428 -2.386
C 2.982 1.018 -0.842
C 2.469 1.831 0.181
C 2.892 3.139 0.333
C 3.837 3.678 -0.532
C 4.350 2.892 -1.556
C 3.931 1.580 -1.711
H 5.182 -0.621 -1.287
H 6.392 -2.391 -2.494
H 5.146 -4.194 -3.643
H 2.672 -4.215 -3.557
H 1.459 -2.437 -2.341
H 1.728 1.414 0.853
H 2.481 3.747 1.131
H 4.168 4.702 -0.411
H 5.074 3.307 -2.247
H 4.316 0.987 -2.530

Record 3
13
Properties=species:S:1:pos:R:3 method="wB97M-V/def2-TZVPD" multiplicity=1 homo_ev=-9.136 total_energy_ha=-758.6465 homo_lumo_gap_ev=9.805
C 1.820 0.418 -0.736
C 0.740 0.396 -0.041
C -2.305 -2.169 -0.117
C 1.611 -0.659 0.424
N -1.840 -1.654 0.761
O -1.642 0.875 -0.941
O -0.510 2.706 0.385
S -0.941 1.049 0.279
H 2.489 0.713 -1.460
H -2.671 -2.662 -1.108
H -0.175 3.128 1.180
H 1.292 -1.544 0.018
H 2.131 -0.597 1.357

Record 4
134
Properties=species:S:1:pos:R:3 method="wB97M-V/def2-TZVPD" multiplicity=1 homo_ev=-9.243 total_energy_ha=-6993.6497 homo_lumo_gap_ev=6.458
O -2.567 2.830 -5.857
V -2.136 2.218 -7.245
O -1.858 3.311 -8.336
As 1.561 1.668 -6.375
F 1.905 2.929 -7.459
F 1.415 2.835 -5.137
F 1.164 0.478 -5.235
F 1.714 0.555 -7.647
F 3.234 1.547 -6.059
F -0.178 1.856 -6.780
C 0.385 6.140 -3.220
O -0.898 6.587 -3.540
C -1.818 5.539 -3.735
C -2.337 4.990 -2.431
O -3.014 5.935 -1.673
C -4.335 5.547 -1.372
H 0.702 5.217 -3.721
H 0.511 6.005 -2.140
H 1.068 6.932 -3.536
H -1.383 4.770 -4.381
H -2.673 5.972 -4.266
H -1.497 4.619 -1.821
H -2.865 4.050 -2.665
H -4.972 5.434 -2.258
H -4.753 6.335 -0.749
H -4.337 4.596 -0.825
C 5.865 1.239 -11.483
O 4.908 0.681 -10.630
C 4.875 1.228 -9.360
C 6.001 0.880 -8.451
O 7.206 1.450 -8.894
C 8.262 1.219 -7.977
H 5.819 0.748 -12.460
H 6.897 1.049 -11.171
H 5.696 2.310 -11.636
H 3.958 0.887 -8.862
H 4.707 2.318 -9.319
H 6.066 -0.213 -8.355
H 5.734 1.305 -7.470
H 9.212 1.304 -8.517
H 8.260 0.196 -7.584
H 8.278 1.979 -7.188
C -1.416 -5.140 -12.570
O -0.945 -3.797 -12.625
C 0.359 -3.670 -12.165
C 0.600 -2.221 -11.860
O 1.864 -2.105 -11.327
C 2.090 -0.865 -10.715
H -2.467 -5.141 -12.850
H -1.241 -5.567 -11.575
H -0.907 -5.770 -13.320
H 1.059 -4.051 -12.921
H 0.516 -4.264 -11.254
H -0.158 -1.908 -11.121
H 0.413 -1.592 -12.743
H 3.003 -0.894 -10.141
H 1.287 -0.609 -9.997
H 2.077 -0.045 -11.442
C -2.136 -0.350 -5.194
O -2.016 0.124 -6.530
C -1.361 -0.825 -7.373
C -1.666 -0.554 -8.805
O -1.406 0.818 -9.048
C -1.651 1.186 -10.385
H -2.466 0.467 -4.561
H -1.196 -0.764 -4.829
H -2.896 -1.137 -5.145
H -1.747 -1.827 -7.153
H -0.301 -0.831 -7.119
H -2.730 -0.733 -9.011
H -1.067 -1.228 -9.419
H -2.721 1.117 -10.618
H -1.133 0.535 -11.094
H -1.303 2.200 -10.537
C 1.122 7.643 -10.622
O 2.476 7.271 -10.401
C 2.934 7.517 -9.091
C 2.418 6.542 -8.057
O 1.124 6.846 -7.677
C 0.572 5.911 -6.805
H 0.981 7.834 -11.683
H 0.864 8.537 -10.046
H 0.466 6.826 -10.303
H 2.798 8.567 -8.800
H 4.011 7.359 -9.200
H 3.143 6.597 -7.221
H 2.524 5.519 -8.450
H 0.274 4.997 -7.340
H -0.323 6.290 -6.311
H 1.257 5.593 -6.008
C 3.265 -1.988 -5.797
O 3.338 -3.055 -6.721
C 3.113 -2.693 -8.054
C 3.371 -3.905 -8.913
O 2.340 -4.850 -8.749
C 2.495 -5.919 -9.650
H 4.011 -1.204 -5.991
H 3.583 -2.414 -4.837
H 2.267 -1.581 -5.621
H 3.848 -1.949 -8.403
H 2.094 -2.303 -8.173
H 4.298 -4.361 -8.545
H 3.454 -3.573 -9.953
H 1.775 -6.693 -9.386
H 3.497 -6.372 -9.614
H 2.317 -5.609 -10.691
C 7.124 5.156 -4.029
C 5.922 4.486 -3.416
O 5.802 4.873 -2.023
C 6.249 4.076 -1.101
O 6.815 3.037 -1.272
C 6.047 4.613 0.325
F 5.543 5.871 0.362
F 5.239 3.783 1.012
F 7.266 4.617 0.946
H 7.221 4.940 -5.097
H 8.061 4.878 -3.551
H 6.983 6.241 -4.001
H 6.008 3.400 -3.476
H 5.004 4.777 -3.903
C 2.323 0.976 -2.244
C 3.537 0.443 -1.539
O 3.159 -0.012 -0.212
C 3.020 0.872 0.758
O 3.273 2.028 0.744
C 2.509 0.211 2.053
F 3.050 0.781 3.115
F 1.169 0.386 2.120
F 2.734 -1.111 2.075
H 2.556 1.256 -3.275
H 1.955 1.903 -1.800
H 1.484 0.284 -2.308
H 4.310 1.203 -1.406
H 4.026 -0.371 -2.065

Record 5
25
Properties=species:S:1:pos:R:3 method="wB97M-V/def2-TZVPD" charge=-1 multiplicity=2 homo_ev="-2.602 / -2.602" total_energy_ha=-3927.2784 homo_lumo_gap_ev="3.929 / 3.937"
C -1.281 -0.900 -1.494
C -1.796 -2.058 -0.787
C -2.846 -1.622 0.117
H -1.503 -3.101 -0.952
C -2.883 -0.179 0.024
C -1.956 0.252 -1.001
H -1.809 1.275 -1.380
H -0.559 -0.921 -2.330
H -3.501 -2.274 0.732
H -3.632 0.444 0.504
Ce -0.945 -1.319 1.609
Br 1.112 -2.844 1.063
C 2.721 1.619 0.103
C 1.697 2.273 -0.654
C 1.417 1.465 -1.808
H 1.358 3.284 -0.491
C 2.210 0.283 -1.720
C 3.011 0.380 -0.537
H 3.675 -0.408 -0.186
H 3.195 1.977 1.016
H 0.732 1.743 -2.622
H 2.161 -0.553 -2.414
S -0.029 0.414 5.847
C -0.199 0.450 4.285
N -0.349 0.319 3.077

Record 6
68
Properties=species:S:1:pos:R:3 method="wB97M-V/def2-TZVPD" charge=+2 multiplicity=1 homo_ev=-13.561 total_energy_ha=-4278.0202 homo_lumo_gap_ev=5.735
Au -0.177 -0.834 -0.848
C 2.065 -0.741 2.280
N 1.847 -1.660 1.196
C 1.081 -2.852 1.528
C -0.368 -2.491 1.670
N -0.990 -1.654 0.872
C -2.286 -1.525 1.360
C -3.348 -0.754 0.889
C -4.534 -0.838 1.587
C -4.666 -1.665 2.718
C -3.620 -2.432 3.188
C -2.425 -2.338 2.480
N -1.179 -2.935 2.652
C 1.515 0.645 2.102
N 0.335 0.968 1.504
C 0.124 2.229 1.815
C -1.138 3.031 1.626
C -1.139 4.288 2.459
C -0.113 4.707 3.208
C 1.089 3.914 3.317
C 1.170 2.750 2.634
N 2.062 1.681 2.726
H 3.121 -0.665 2.558
H 1.546 -1.092 3.184
H 2.694 -1.867 0.691
H 1.431 -3.342 2.444
H 1.185 -3.565 0.708
H -3.236 -0.136 0.006
H -5.391 -0.269 1.255
H -5.618 -1.705 3.229
H -3.730 -3.070 4.053
H -0.932 -3.610 3.357
H -1.959 2.372 1.941
H -2.028 4.897 2.350
H -0.161 5.641 3.749
H 1.885 4.249 3.973
H 2.921 1.663 3.257
C 2.412 0.076 -3.249
As 0.543 -0.385 -3.048
C -0.302 1.006 -4.092
C 0.324 -1.925 -4.191
H 2.638 0.248 -4.300
H 3.041 -0.731 -2.877
H 2.610 0.984 -2.682
H 0.078 0.945 -5.110
H -0.053 1.981 -3.675
H -1.382 0.874 -4.086
H 0.631 -1.679 -5.206
H -0.723 -2.224 -4.188
H 0.927 -2.751 -3.819
C -1.831 7.358 -4.909
C -1.616 6.228 -3.945
C -0.512 6.217 -3.089
C -0.317 5.186 -2.192
C -1.246 4.153 -2.146
C -2.357 4.136 -2.985
C -2.527 5.175 -3.882
S -1.012 2.823 -1.058
O -1.962 1.788 -1.317
O -1.440 3.553 0.330
O 0.382 2.518 -0.930
H -0.931 7.956 -5.033
H -2.625 8.014 -4.545
H -2.139 6.984 -5.885
H 0.206 7.026 -3.140
H 0.551 5.171 -1.545
H -3.065 3.321 -2.931
H -3.383 5.170 -4.545

Record 7
11
Properties=species:S:1:pos:R:3 method="wB97M-V/def2-TZVPD" multiplicity=1 smiles="[H]/N=C(/C)NO" homo_ev=-9.236 total_energy_ha=-264.4656 homo_lumo_gap_ev=10.005
C 1.488 -0.293 -0.011
C 0.130 0.332 0.025
H 1.354 -1.098 -0.813
H 1.756 -0.723 0.937
H 2.195 0.438 -0.509
H -1.083 1.631 -0.299
H -0.680 -1.553 0.275
H -2.128 0.357 0.670
N -0.137 1.635 -0.031
N -0.802 -0.596 -0.153
O -2.092 -0.130 -0.093